1.
The following is a quantum chemistry calculation of 2 unconnected molecules or ions with the total composition C4H9IS, from the Open Molecules 2025 dataset.

```
15
Properties=species:S:1:pos:R:3:lowdin_charge:R:1
C 0.391 -0.412 -1.342 0.0433
C 0.909 0.255 -0.257 -0.3927
C 1.928 -0.267 0.691 -0.0785
C 0.354 1.570 0.196 -0.0782
H -0.342 0.090 -1.914 0.0263
H 0.754 -1.254 -1.868 0.0400
H 2.136 0.428 1.458 0.0552
H 1.612 -1.255 1.128 0.1027
H 2.839 -0.480 0.155 0.0744
H -0.300 1.873 -0.596 0.0649
H 1.182 2.196 0.265 0.0627
H -0.128 1.619 1.122 0.0655
S -3.850 -1.938 1.019 0.0142
I -3.857 0.254 -0.025 0.2791
H -3.629 -2.679 -0.034 -0.2788
```

## Properties
E (Ha): -853.63739
Energy relative to the best compared isomer or geometry (same formula, charge and spin) (kcal per mole): 12.0

2.
The following is a quantum chemistry calculation of a single C5H8N2 molecule, from the Open Molecules 2025 dataset.

```
15
Properties=species:S:1:pos:R:3:lowdin_charge:R:1
C 0.970 -0.638 2.139 -0.0486
C 0.493 -0.572 0.726 -0.3664
C 0.600 -1.399 -0.414 -0.0374
C -0.037 -0.693 -1.422 -0.0699
N -0.463 0.476 -0.864 -0.2050
C -1.246 1.652 -1.215 -0.0283
N -0.150 0.537 0.430 0.0788
H 1.991 -0.253 2.213 0.0746
H 0.923 -1.635 2.577 0.0707
H 0.323 0.038 2.707 0.0734
H 1.083 -2.367 -0.485 0.0946
H -0.180 -0.970 -2.461 0.1126
H -1.393 1.811 -2.281 0.0816
H -0.701 2.494 -0.780 0.0839
H -2.205 1.586 -0.692 0.0854
```

## Properties
E (Ha): -304.80728
Energy relative to the best compared isomer or geometry (same formula, charge and spin) (kcal per mole): 17.7

3.
The following is a quantum chemistry calculation of 2 unconnected molecules or ions with the total composition C3H7BNO3, from the Open Molecules 2025 dataset.

```
15
Properties=species:S:1:pos:R:3:lowdin_charge:R:1
B 1.198 -0.204 0.024 -0.6965
C -3.239 -0.203 -0.148 -0.6652
C 2.709 0.082 -0.651 -0.0593
C -2.429 0.368 0.747 -0.1055
N 0.344 0.866 0.175 0.1791
O -3.457 -0.800 -1.179 0.0165
O -3.905 0.760 0.570 -0.0937
O 0.774 -1.460 0.426 0.1254
H 3.189 -0.764 -1.146 0.0072
H 3.498 0.246 0.202 0.0646
H 2.553 0.948 -1.423 0.0666
H -2.438 -0.299 1.655 0.0581
H -0.585 0.879 0.641 0.0063
H 0.369 1.684 -0.400 0.0624
H 1.420 -2.103 0.507 0.0339
```

## Properties
E (Ha): -423.86493
Net charge: -1
Energy relative to the best compared isomer or geometry (same formula, charge and spin) (kcal per mole): 79.9

4.
The following is a quantum chemistry calculation of 12 unconnected molecules or ions with the total composition C33H64N2O20S5, from the Open Molecules 2025 dataset.

```
124
Properties=species:S:1:pos:R:3:lowdin_charge:R:1
C -26.275 -5.390 -18.760 -0.1332
C -25.033 -6.219 -19.149 -0.1045
O -24.764 -5.729 -20.461 0.0765
C -25.424 -4.556 -20.665 -0.5512
O -25.325 -3.846 -21.605 0.1892
O -26.305 -4.326 -19.670 0.0658
H -26.160 -5.007 -17.746 0.1211
H -27.140 -6.056 -18.813 0.1278
H -25.356 -7.255 -19.249 0.1200
H -24.292 -6.219 -18.350 0.1276
C -29.399 -6.934 -16.737 -0.1009
C -30.288 -6.575 -17.927 -0.1225
O -29.983 -5.244 -18.249 0.0811
C -29.125 -4.730 -17.328 -0.5718
O -28.806 -3.588 -17.224 0.1478
O -28.788 -5.677 -16.448 0.0257
H -28.632 -7.675 -16.953 0.1033
H -29.980 -7.312 -15.895 0.1200
H -31.350 -6.680 -17.707 0.1312
H -29.996 -7.285 -18.704 0.1335
C -25.564 -6.810 -14.487 -0.0964
C -24.398 -7.749 -14.746 -0.1156
O -24.912 -8.763 -15.599 0.0809
C -25.988 -8.273 -16.232 -0.5654
O -26.517 -8.788 -17.165 0.1576
O -26.320 -7.086 -15.664 0.0263
H -25.317 -5.752 -14.558 0.1196
H -26.126 -7.086 -13.594 0.1238
H -24.012 -8.218 -13.842 0.1331
H -23.573 -7.218 -15.225 0.1332
C -25.313 -1.514 -17.729 -0.1715
C -26.726 -1.254 -18.186 -0.1020
O -26.490 -0.233 -19.159 0.0672
C -25.188 -0.117 -19.467 -0.5766
O -24.744 0.685 -20.232 0.1509
O -24.476 -0.992 -18.734 0.0775
H -24.969 -2.539 -17.590 0.1001
H -25.176 -1.049 -16.751 0.0844
H -27.379 -0.949 -17.372 0.1193
H -27.164 -2.106 -18.707 0.1085
C -27.978 -0.660 -11.196 -0.1790
C -27.559 0.809 -11.305 -0.1367
O -28.433 1.323 -12.311 0.0242
C -29.451 0.489 -12.530 -0.5962
O -30.320 0.634 -13.329 0.1570
O -29.299 -0.576 -11.715 0.0025
H -28.032 -0.939 -10.144 0.1152
H -27.351 -1.384 -11.714 0.0766
H -26.512 0.955 -11.565 0.0233
H -27.762 1.391 -10.405 0.1462
C -32.620 -7.546 -11.077 -0.1037
C -32.570 -7.161 -12.568 -0.2384
C -31.709 -5.903 -12.836 -0.2032
C -30.299 -6.145 -12.964 -0.2203
N -29.158 -6.249 -13.039 0.1906
H -33.023 -6.722 -10.494 0.0706
H -31.676 -7.936 -10.686 0.0712
H -33.232 -8.441 -10.941 0.0725
H -33.615 -6.949 -12.787 0.0962
H -32.190 -7.974 -13.185 0.1058
H -31.979 -5.201 -12.047 0.0975
H -31.980 -5.448 -13.795 0.1219
C -33.543 -1.055 -10.676 -0.0867
C -32.498 -1.398 -11.750 -0.2304
C -32.959 -2.385 -12.832 -0.1864
C -33.815 -3.442 -12.367 -0.2530
N -34.441 -4.328 -11.981 0.1755
H -33.803 -1.900 -10.038 0.0704
H -34.451 -0.683 -11.149 0.0808
H -33.161 -0.286 -10.005 0.0737
H -31.592 -1.871 -11.372 0.0977
H -32.233 -0.470 -12.250 0.0969
H -32.200 -2.872 -13.445 0.0826
H -33.630 -1.884 -13.544 0.1381
C -24.665 -4.024 -10.158 -0.2689
S -26.384 -4.106 -9.599 0.8792
O -26.719 -2.662 -9.383 -0.5658
C -27.104 -4.452 -11.256 -0.2465
H -24.526 -3.386 -11.029 0.0174
H -24.225 -5.023 -10.118 0.0559
H -24.050 -3.505 -9.414 0.0585
H -26.843 -5.418 -11.688 0.0372
H -26.681 -3.682 -11.900 0.0250
H -28.187 -4.388 -11.190 0.0367
C -29.687 -2.684 -13.471 -0.2319
S -28.238 -2.022 -14.364 0.9762
O -27.482 -1.058 -13.454 -0.5627
C -27.142 -3.465 -14.601 -0.2333
H -29.863 -3.688 -13.861 0.0317
H -30.581 -2.068 -13.544 0.0242
H -29.584 -2.820 -12.390 0.0588
H -26.897 -3.534 -15.659 0.0315
H -27.656 -4.395 -14.350 0.0273
H -26.192 -3.365 -14.083 0.0198
C -23.142 0.956 -9.552 -0.2538
S -24.461 1.361 -10.687 0.8645
O -23.877 1.693 -12.027 -0.5256
C -25.217 -0.275 -10.813 -0.2911
H -22.658 1.916 -9.370 0.0509
H -22.378 0.344 -10.034 0.0603
H -23.588 0.502 -8.671 0.0600
H -25.784 -0.290 -11.745 0.0167
H -25.851 -0.448 -9.946 0.0679
H -24.429 -1.017 -10.936 0.0519
C -22.389 -3.211 -13.430 -0.2451
S -23.111 -2.263 -14.841 0.9058
O -24.142 -3.081 -15.549 -0.5784
C -24.176 -1.246 -13.729 -0.2416
H -21.422 -2.765 -13.198 0.0493
H -22.297 -4.224 -13.824 0.0420
H -22.942 -3.282 -12.493 0.0194
H -23.530 -0.772 -12.989 0.0392
H -24.806 -1.909 -13.135 0.0238
H -24.763 -0.538 -14.307 0.0377
C -24.671 3.491 -14.746 -0.2408
S -25.800 2.436 -15.730 0.8665
O -25.062 1.307 -16.423 -0.5398
C -26.773 1.777 -14.344 -0.2576
H -23.758 3.498 -15.342 0.0495
H -24.438 3.041 -13.781 0.0113
H -25.084 4.492 -14.646 0.0476
H -26.076 1.193 -13.749 0.0267
H -27.518 1.150 -14.834 0.0465
H -27.369 2.560 -13.878 0.0715
```

## Properties
E (Ha): -4900.84131
Energy relative to the best compared isomer or geometry (same formula, charge and spin) (kcal per mole): 0.0